[1]
ORCA calculation (the ωB97M-V functional and the def2-TZVPD basis) on C7H16B3Cl2O8 as an isolated structure.

The gap between HOMO and LUMO comes out at 0.300 hartree. Its LUMO energy is 2.511 eV.

```
! wB97M-V def2-TZVPD RIJCOSX def2/J DEFGRID3
* xyz -1 1
C 1.9687 -2.8163 0.5046
C 2.8721 -2.3691 -0.6471
O 2.4263 -1.1903 -1.2765
C 2.5864 -0.0221 -0.4672
B 1.3372 0.9290 -0.5468
O 1.1983 2.0001 0.3147
B 0.0096 1.8707 0.9587
Cl -0.0656 1.8532 2.7263
O -1.1360 1.6317 0.2249
B -0.8380 0.5447 -0.6007
C -1.6361 -0.7967 -0.5394
C -3.1686 -0.6388 -0.6908
C -3.8679 -0.3875 0.6462
C -3.7163 -1.9497 -1.2889
O 0.2729 0.7123 -1.4182
H 2.2461 -2.3718 1.4541
H 0.9585 -2.4882 0.2673
H 1.9547 -3.8996 0.5546
H 2.8161 -3.1447 -1.4060
H 3.9101 -2.2823 -0.3159
H 2.7247 -0.2626 0.5875
H 3.4851 0.5093 -0.7859
H -1.4255 -1.2397 0.4358
H -1.2755 -1.4929 -1.2905
H -3.3720 0.1475 -1.4143
H -4.1073 0.6601 0.8034
H -4.8177 -0.9154 0.6543
H -3.2712 -0.7072 1.4941
H -3.5279 -2.7574 -0.5877
H -4.7845 -1.8398 -1.4530
H -3.1972 -2.1433 -2.2214
O 2.4846 5.1220 -0.3598
Cl 2.6894 4.9719 1.0646
O 3.4805 3.7870 1.3160
O 1.4048 4.8435 1.7235
O 3.3814 6.1324 1.5796
*
```

Charges in e, computed with natural (NBO), in the same order as the atoms: C -0.65; C -0.05; O -0.53; C -0.44; B 1.15; O -0.84; B 1.04; Cl -0.19; O -0.89; B 1.18; C -0.79; C -0.19; C -0.61; C -0.59; O -0.87; H 0.21; H 0.21; H 0.21; H 0.18; H 0.16; H 0.21; H 0.23; H 0.23; H 0.23; H 0.19; H 0.22; H 0.20; H 0.21; H 0.20; H 0.20; H 0.20; O -0.88; Cl 2.54; O -0.88; O -0.89; O -0.88



[2]
ORCA calculation (the ωB97M-V functional and the def2-TZVPD basis) on a 2-piece molecular cluster, CH2Br2O2 overall.

The gap between HOMO and LUMO (spin up / spin down) comes out at 0.224 / 0.237 hartree. Its LUMO energy (spin up / spin down) is 0.616 / -4.404 eV. The energy above the lowest of the compared OMol25 structures with the same formula, charge and spin comes out at 6.8 kcal/mol.

```
! wB97M-V def2-TZVPD RIJCOSX def2/J DEFGRID3
* xyz 0 3
C -0.3319 0.5510 2.0670
O -1.1974 -0.3739 2.4552
O 0.8121 0.4310 1.9175
Br -1.1524 2.2859 2.1214
Br 1.2118 0.1561 -1.3845
H -0.8830 -1.1946 2.9312
H 2.2240 -0.4160 -2.1980
*
```

Charges in e, computed with natural (NBO), in the same order as the atoms: C 0.40; O -0.68; O -0.32; Br 0.14; Br -0.20; H 0.46; H 0.20



[3]
ORCA calculation (the ωB97M-V functional and the def2-TZVPD basis) on a 2-piece molecular cluster, C12H17N overall.

The gap between HOMO and LUMO comes out at 0.327 hartree. Its LUMO energy is 0.943 eV. The energy above the lowest of the compared OMol25 structures with the same formula, charge and spin comes out at 33.6 kcal/mol. The SMILES is Cc1c[nH]c2ccccc12.CCC.

```
! wB97M-V def2-TZVPD RIJCOSX def2/J DEFGRID3
* xyz 0 1
C 2.4194 1.1170 -1.3532
C 1.2557 2.0022 -1.0788
C 0.9162 3.1643 -1.6579
N -0.2053 3.7233 -0.9902
C -0.5472 2.8802 0.0495
C -1.7977 2.7729 0.7586
C -1.9402 1.5988 1.4546
C -0.9156 0.5872 1.6036
C 0.2651 0.7983 1.0151
C 0.3469 1.7911 0.0115
H 3.3481 1.6475 -1.4087
H 2.2437 0.4488 -2.2684
H 2.5803 0.2671 -0.5256
H 1.1627 3.6607 -2.6101
H -0.5088 4.6544 -1.2084
H -2.4590 3.6104 0.7534
H -2.9011 1.4339 1.9108
H -1.2058 -0.1148 2.3548
H 1.1761 0.1904 1.1313
C 0.5914 -3.1243 -0.7168
C -0.3774 -2.6898 0.3691
C -1.1465 -3.8529 0.9658
H 1.3113 -2.3873 -1.1048
H 0.0830 -3.5690 -1.5466
H 1.3145 -3.8674 -0.2801
H 0.1745 -2.0368 1.0280
H -1.2035 -2.0633 -0.0826
H -1.4483 -4.5626 0.2244
H -0.5042 -4.4604 1.6277
H -2.0284 -3.6204 1.5740
*
```

Charges in e, computed with natural (NBO), in the same order as the atoms: C -0.62; C -0.10; C -0.04; N -0.54; C 0.15; C -0.24; C -0.20; C -0.25; C -0.17; C -0.10; H 0.22; H 0.22; H 0.21; H 0.21; H 0.41; H 0.21; H 0.20; H 0.22; H 0.21; C -0.61; C -0.40; C -0.61; H 0.21; H 0.20; H 0.19; H 0.20; H 0.20; H 0.20; H 0.20; H 0.21



[4]
ORCA calculation (the ωB97M-V functional and the def2-TZVPD basis) on a 2-piece molecular cluster, C27H50N5O5 overall.

The gap between HOMO and LUMO comes out at 0.282 hartree. Its LUMO energy is -3.679 eV. The energy above the lowest of the compared OMol25 structures with the same formula, charge and spin comes out at 16.8 kcal/mol.

```
! wB97M-V def2-TZVPD RIJCOSX def2/J DEFGRID3
* xyz 1 1
C -0.2426 -4.3848 2.1737
C 1.1313 -4.0836 2.8707
C 0.8643 -3.2046 4.1348
C 0.7102 -1.7344 3.6343
C 2.1219 -1.0989 3.5173
C 2.1946 -0.0861 2.3501
C 2.2515 -0.7413 0.9645
N 1.9027 0.2411 -0.0955
N 0.6197 0.2846 -0.3830
C 0.2570 1.1346 -1.3008
C -1.2233 1.1481 -1.6608
C -2.0981 1.1280 -0.3617
C -2.5893 -0.3314 -0.0869
C -4.1516 -0.4055 -0.0945
N -4.6888 -1.2145 1.0286
C -5.0426 -0.3792 2.1372
N -6.1746 -0.5978 2.6751
N -4.1399 0.6141 2.6160
C 1.1640 2.0273 -1.9665
C 0.7100 3.0207 -3.0021
C -0.1600 4.1946 -2.4466
C -0.1733 4.3265 -0.9253
O 1.1269 4.5617 -0.3983
C 1.0645 4.5988 1.0266
C 2.4863 1.9295 -1.6019
C 2.8674 0.9789 -0.6254
C 4.3433 0.8983 -0.2909
C 4.8016 1.7749 0.9150
C 5.6867 0.8785 1.8287
O 6.3337 1.5976 2.8499
H -0.3520 -3.7221 1.3055
H -1.0527 -4.1120 2.8612
H -0.2889 -5.4432 1.9034
H 1.7084 -3.4652 2.1657
H 1.7055 -4.9815 3.1175
H -0.0391 -3.5227 4.6657
H 1.7347 -3.2795 4.8020
H 0.0315 -1.1573 4.2746
H 0.2603 -1.7335 2.6281
H 2.9320 -1.8391 3.4590
H 2.2836 -0.5189 4.4387
H 1.2577 0.4988 2.3831
H 2.9988 0.6291 2.5504
H 3.1778 -1.2753 0.7416
H 1.4545 -1.4962 0.9487
H -1.3802 0.2383 -2.2821
H -1.4578 2.0001 -2.3002
H -2.9151 1.8493 -0.4648
H -1.4366 1.4275 0.4635
H -2.1934 -1.0612 -0.8015
H -2.2400 -0.6373 0.9099
H -4.6168 0.5859 -0.0031
H -4.4924 -0.7990 -1.0631
H -3.9881 -1.8885 1.3244
H -6.3176 0.0264 3.4708
H -4.5899 1.1932 3.3149
H -3.7977 1.2240 1.8807
H 1.5791 3.4555 -3.5071
H 0.1221 2.4972 -3.7696
H -1.2031 4.0654 -2.7690
H 0.1418 5.1692 -2.8523
H -0.6348 3.4369 -0.4611
H -0.8225 5.1776 -0.6488
H 0.0380 4.4705 1.4014
H 1.6874 3.7898 1.4419
H 1.4104 5.5658 1.4162
H 3.2425 2.5740 -2.0417
H 4.8678 1.2800 -1.1764
H 4.6826 -0.1420 -0.1947
H 5.4644 2.5762 0.5676
H 3.9725 2.2357 1.4653
H 6.4396 0.4146 1.1746
H 5.0712 0.0402 2.2073
H 5.6552 1.8225 3.4977
C -2.3054 -3.8753 -3.6227
C -2.8600 -2.7425 -4.4585
C -2.5040 -2.8033 -5.9197
O -2.5886 -1.4243 -6.3001
C -2.3094 -0.6897 -5.1998
O -2.1154 0.4835 -5.2074
O -2.2771 -1.4765 -4.0838
H -1.3483 -4.2278 -4.0114
H -2.1381 -3.5530 -2.5949
H -2.9939 -4.7195 -3.6177
H -3.9400 -2.6621 -4.3088
H -3.1923 -3.4100 -6.5037
H -1.4818 -3.1442 -6.0999
*
```

Charges in e, computed with Mulliken, in the same order as the atoms: C -0.96; C -0.09; C -1.17; C 0.05; C -1.10; C 0.00; C -1.00; N 0.60; N -0.62; C 0.07; C 0.19; C -1.21; C -0.15; C -1.33; N -0.32; C 0.36; N -0.63; N -0.41; C 0.97; C -1.67; C -0.88; C -0.01; O -0.37; C -0.55; C -0.67; C 1.12; C -1.74; C -0.10; C -0.79; O -0.53; H 0.13; H 0.27; H 0.34; H 0.05; H 0.45; H 0.40; H 0.38; H 0.51; H -0.24; H 0.40; H 0.36; H 0.21; H 0.11; H 0.27; H 0.42; H -0.10; H 0.38; H 0.65; H 0.47; H 0.31; H 0.28; H 0.48; H 0.39; H 0.32; H 0.21; H 0.27; H 0.15; H 0.46; H 0.28; H 0.44; H 0.47; H -0.07; H 0.63; H 0.35; H -0.01; H 0.33; H 0.48; H 0.54; H 0.63; H 0.41; H 0.10; H 0.42; H 0.27; H 0.33; C -1.38; C 0.49; C -0.60; O -0.33; C 0.56; O -0.52; O -0.21; H 0.34; H 0.28; H 0.41; H 0.29; H 0.33; H 0.32



[5]
ORCA calculation (the ωB97M-V functional and the def2-TZVPD basis) on a 2-piece molecular cluster, C5H8Br2 overall.

The gap between HOMO and LUMO (spin up / spin down) comes out at 0.290 / 0.314 hartree. Its LUMO energy (spin up / spin down) is -1.049 / -0.151 eV. The energy above the lowest of the compared OMol25 structures with the same formula, charge and spin comes out at 120.4 kcal/mol.

```
! wB97M-V def2-TZVPD RIJCOSX def2/J DEFGRID3
* xyz 0 1
C 1.1552 2.7449 -1.6767
C 0.9050 1.5216 -1.9876
C -1.5488 -1.5398 1.4617
C -0.7356 -0.7813 0.3222
C 0.7705 -0.7543 0.2781
Br 1.6333 0.1998 1.6683
Br 1.4483 -2.5424 -0.3148
H 1.3130 3.5112 -2.4262
H 1.2655 3.1289 -0.6848
H 0.7128 0.5741 -1.4027
H -1.3649 -2.5852 1.3421
H -0.9263 -1.3943 2.3163
H -2.5165 -1.3421 1.4839
H -1.0033 -1.0215 -0.7321
H -1.1082 0.2804 0.3524
*
```

Charges in e, computed with natural (NBO), in the same order as the atoms: C -0.55; C -0.04; C -0.59; C -0.55; C -0.14; Br 0.12; Br 0.04; H 0.22; H 0.21; H 0.17; H 0.21; H 0.22; H 0.21; H 0.23; H 0.23



[6]
ORCA calculation (the ωB97M-V functional and the def2-TZVPD basis) on one molecule with the formula C5H9NO.

The gap between HOMO and LUMO comes out at 0.360 hartree. Its LUMO energy is 0.863 eV. The energy above the lowest of the compared OMol25 structures with the same formula, charge and spin comes out at 97.1 kcal/mol. The SMILES is [H]/N=C1\C[C@H]1CCO.

```
! wB97M-V def2-TZVPD RIJCOSX def2/J DEFGRID3
* xyz 0 1
H 2.3147 -1.1347 1.4399
N 1.4327 -1.1332 2.0152
C 1.1398 -0.3945 1.0343
C 2.0020 0.0088 -0.2082
C 0.5398 0.4316 0.0571
C -0.5124 -0.1335 -0.8475
C -1.8848 -0.0504 -0.2164
O -2.1235 1.3097 0.0943
H 2.1499 -0.6843 -1.0459
H 2.7543 0.8025 -0.1721
H 0.4297 1.4663 0.3456
H -0.4772 0.4443 -1.7745
H -0.2839 -1.1795 -1.0935
H -1.9084 -0.6755 0.6908
H -2.6325 -0.4415 -0.9213
H -2.9404 1.3638 0.6023
*
```

Charges in e, computed with natural (NBO), in the same order as the atoms: H 0.40; N -0.55; C 0.27; C -0.59; C -0.27; C -0.41; C -0.06; O -0.73; H 0.22; H 0.22; H 0.26; H 0.22; H 0.21; H 0.17; H 0.16; H 0.47



[7]
ORCA calculation (the ωB97M-V functional and the def2-TZVPD basis) on C12H36AlF3N7O6P2S2 as an isolated structure.

The gap between HOMO and LUMO comes out at 0.057 hartree. Its LUMO energy is -9.017 eV. The energy above the lowest of the compared OMol25 structures with the same formula, charge and spin comes out at 127.0 kcal/mol.

```
! wB97M-V def2-TZVPD RIJCOSX def2/J DEFGRID3
* xyz 1 1
Al 1.7492 -5.1267 6.5343
N 4.4748 -5.3625 2.8425
S 5.5992 -6.3099 2.4537
O 6.9661 -5.8083 2.4605
O 5.2106 -7.3937 1.5989
F 5.5849 -7.0177 3.9175
S 4.6318 -4.3804 1.4378
O 4.5479 -4.9503 0.1197
O 5.5374 -3.2787 1.6732
F 3.1472 -3.7437 1.6117
F 0.1153 -1.6674 4.7120
O 1.2882 2.5642 1.4093
P 2.5232 3.1009 0.7470
N 3.9842 2.3608 1.2077
C 4.0929 1.9436 2.5674
C 5.2892 2.3548 0.4094
N 2.8317 4.7276 1.2015
C 3.9426 5.5532 0.6840
C 1.8220 5.4206 2.0656
N 2.5610 3.1481 -0.9107
C 2.0124 4.3282 -1.6937
C 2.3951 1.8576 -1.6605
H 3.2684 1.2684 2.7963
H 3.8171 2.7922 3.1936
H 5.0720 1.5921 2.8928
H 5.2442 1.6656 -0.4338
H 6.1065 2.0464 1.0614
H 5.4592 3.3372 -0.0311
H 3.6224 6.5771 0.4911
H 4.7542 5.4409 1.4029
H 4.3329 5.0336 -0.1911
H 1.4597 6.3740 1.6809
H 1.0160 4.6986 2.1963
H 2.1656 5.5623 3.0903
H 2.5032 4.3792 -2.6656
H 0.9360 4.1573 -1.7063
H 2.1113 5.2750 -1.1627
H 2.1660 1.0256 -0.9947
H 3.2297 1.7117 -2.3463
H 1.4276 1.9520 -2.1536
O -4.6428 -0.8033 0.5826
P -4.7332 -1.2728 -0.8187
N -5.8792 -2.5049 -0.9209
C -6.7287 -2.8294 0.2020
C -6.1233 -3.2407 -2.2017
N -3.2719 -2.0641 -1.3422
C -2.8994 -2.4655 -2.7261
C -2.6844 -2.8655 -0.3184
N -5.0145 -0.0762 -2.0068
C -6.3081 0.3513 -2.2847
C -4.0459 1.0266 -2.0581
H -7.8012 -2.8001 0.0095
H -6.4911 -2.0324 0.9065
H -6.3517 -3.7409 0.6658
H -7.1766 -3.2994 -2.4762
H -5.8999 -4.2920 -2.0202
H -5.5326 -2.7520 -2.9765
H -3.4060 -1.8656 -3.4822
H -1.8431 -2.2689 -2.9098
H -3.1495 -3.5195 -2.8464
H -1.7701 -3.3421 -0.6721
H -2.3444 -2.1569 0.4369
H -3.4305 -3.5828 0.0235
H -7.0542 -0.4252 -2.1160
H -6.5206 1.2499 -1.7056
H -6.4732 0.4608 -3.3566
H -3.1487 0.7042 -1.5297
H -4.4006 1.8761 -1.4743
H -3.8733 1.3215 -3.0932
*
```

Charges in e, computed with natural (NBO), in the same order as the atoms: Al 1.00; N -1.01; S 2.40; O -0.85; O -0.85; F -0.54; S 2.36; O -0.85; O -0.87; F -0.51; F -0.51; O -1.03; P 2.37; N -0.61; C -0.44; C -0.40; N -0.68; C -0.42; C -0.43; N -0.83; C -0.40; C -0.42; H 0.27; H 0.23; H 0.23; H 0.24; H 0.23; H 0.22; H 0.23; H 0.22; H 0.21; H 0.22; H 0.26; H 0.21; H 0.22; H 0.20; H 0.21; H 0.23; H 0.21; H 0.21; O -1.07; P 2.37; N -0.73; C -0.43; C -0.42; N -0.64; C -0.42; C -0.44; N -0.78; C -0.41; C -0.41; H 0.21; H 0.25; H 0.20; H 0.22; H 0.21; H 0.21; H 0.22; H 0.22; H 0.21; H 0.22; H 0.25; H 0.21; H 0.21; H 0.20; H 0.20; H 0.22; H 0.20; H 0.20



[8]
ORCA calculation (the ωB97M-V functional and the def2-TZVPD basis) on a 2-piece molecular cluster, CH8ClNO3P2 overall.

The gap between HOMO and LUMO comes out at 0.241 hartree. Its LUMO energy is -0.454 eV.

```
! wB97M-V def2-TZVPD RIJCOSX def2/J DEFGRID3
* xyz 0 1
N -2.6452 0.0343 -0.4805
P -1.5389 -0.8167 -1.1211
O -0.9564 -0.1862 -2.4620
O -1.9430 -2.3173 -1.4531
P 0.1161 -0.7566 0.3409
Cl 1.8099 -0.6649 -0.6796
H -3.5134 -0.4711 -0.3460
H -0.9343 0.7761 -2.3440
H -1.6478 -2.6058 -2.3288
H 0.1722 -1.9000 1.1345
H 0.0551 0.4190 1.1575
C 2.2006 1.6891 1.7227
O 1.6070 0.6289 2.3436
H 1.8891 2.6849 2.1011
H 3.3084 1.7109 1.7988
H 2.0205 1.7755 0.6159
*
```

Charges in e, computed with natural (NBO), in the same order as the atoms: N -1.32; P 1.97; O -0.98; O -0.97; P 0.54; Cl -0.16; H 0.41; H 0.53; H 0.52; H 0.07; H 0.20; C -0.22; O -0.93; H 0.13; H 0.13; H 0.07